16
Properties=species:S:1:pos:R:3:forces:R:3:nbo_charge:R:1 method="wB97M-V/def2-TZVPD" smiles="CCNC(=O)O.O" multiplicity=1 homo_energy_ha=-0.3689
C -2.257 2.212 0.130 0.6 0.1 1.9 -0.653
N -0.843 0.223 -0.083 1.5 1.0 -0.8 -0.641
H -3.165 2.790 0.121 -0.8 -0.3 -1.4 0.227
O 4.446 -5.355 0.111 0.1 0.0 0.0 -0.936
H -1.479 2.990 0.087 0.0 -0.4 1.0 0.237
H -1.240 1.498 -1.678 -0.2 -0.1 0.4 0.224
H 2.094 -0.180 0.708 -0.1 0.7 -0.6 0.513
O 0.746 1.900 -0.275 0.0 -0.3 -1.1 -0.613
O 1.200 0.090 0.935 -0.7 -1.4 0.8 -0.751
H -1.063 -0.251 0.780 -0.7 -0.3 -0.2 0.402
H -2.620 0.534 -1.178 -0.1 -0.4 0.0 0.199
H -2.418 1.685 1.128 0.9 1.0 -0.8 0.198
C 0.412 0.800 0.082 0.2 0.8 0.8 0.882
H 4.460 -4.474 -0.278 -0.1 -0.1 0.0 0.468
H 3.516 -5.576 0.217 0.0 0.0 0.0 0.469
C -1.787 1.114 -0.807 -0.5 -0.4 0.1 -0.223

16
Properties=species:S:1:pos:R:3:forces:R:3:nbo_charge:R:1 method="wB97M-V/def2-TZVPD" smiles="CC1(C)[NH+]=C(F)NO1" charge=+1 multiplicity=1 homo_energy_ha=-0.5224
C -0.092 -0.214 0.146 0.9 0.1 -1.4 0.433
O -1.117 -1.305 0.139 -1.1 3.1 -2.0 -0.310
C 0.706 -0.198 -1.163 -3.9 0.6 1.1 -0.612
H -1.674 1.150 0.170 -2.9 0.2 -1.3 0.262
F 1.124 -2.629 2.335 -0.6 0.2 -0.2 -0.219
N -0.717 -2.267 0.932 3.6 -1.9 3.3 -0.266
H -0.114 1.860 0.008 1.0 1.5 -1.4 0.242
H -1.241 -3.167 0.976 0.7 1.1 -0.1 0.471
H 0.176 0.210 -1.989 -0.5 0.2 -0.6 0.247
H 1.532 0.335 -0.970 3.1 2.3 0.5 0.219
H 1.694 -0.224 1.640 -1.7 -0.7 -1.1 0.488
C -0.691 1.106 0.413 1.1 0.2 5.3 -0.655
H 0.989 -1.146 -1.308 1.1 -3.7 -1.1 0.215
H -0.708 1.428 1.563 0.1 -1.2 -2.1 0.232
C 0.443 -1.879 1.530 -1.1 -1.7 -0.3 0.847
N 0.866 -0.696 1.165 0.3 -0.4 1.4 -0.595

16
Properties=species:S:1:pos:R:3:forces:R:3:nbo_charge:R:1 method="wB97M-V/def2-TZVPD" smiles=C[NH2+]CCN charge=+1 multiplicity=1 homo_energy_ha=-0.5336
H -0.782 2.140 -1.490 -0.1 0.1 -0.6 0.388
C 0.681 -0.162 -0.665 0.9 0.3 -0.3 -0.232
N -0.745 1.742 -0.574 -0.3 0.3 0.7 -0.873
H -1.131 2.444 0.057 0.3 -0.2 -0.1 0.396
H 1.640 -0.588 -0.374 -0.2 -0.3 0.4 0.234
H 0.844 -1.446 1.523 0.0 0.3 0.1 0.236
N -0.486 -0.854 -0.036 0.6 -0.2 -0.3 -0.522
C 0.612 1.307 -0.244 -0.8 -0.7 -0.3 -0.241
H -0.282 -2.687 0.971 0.4 0.0 -0.3 0.239
H -1.196 -0.105 0.027 0.0 0.3 0.3 0.468
H 0.722 1.302 0.837 0.3 0.5 0.1 0.207
H -0.903 -1.513 1.992 0.1 0.7 0.0 0.247
H -0.853 -1.486 -0.726 -0.3 -0.4 -0.3 0.435
H 0.655 -0.321 -1.742 -0.4 0.3 -0.1 0.228
C -0.170 -1.627 1.199 -0.6 -1.1 0.3 -0.436
H 1.393 1.855 -0.756 0.3 0.2 0.2 0.227

14
Properties=species:S:1:pos:R:3:forces:R:3:nbo_charge:R:1 method="wB97M-V/def2-TZVPD" smiles="CC(=O)c1ccco1" multiplicity=1 homo_energy_ha=-0.3368
C -1.464 0.152 0.054 5.3 4.2 4.6 0.606
C 2.169 0.204 0.063 -5.5 -6.0 -2.4 0.096
O -2.313 -0.420 -0.445 -3.8 -3.5 -3.2 -0.508
C 0.577 -1.225 -0.719 3.3 2.6 1.4 -0.278
C -1.695 1.316 1.096 -0.4 -1.8 -2.9 -0.724
O 0.974 0.695 0.372 0.1 1.8 1.3 -0.378
H 2.897 0.764 0.224 6.4 4.6 1.6 0.174
C 1.999 -0.986 -0.601 0.4 0.9 0.3 -0.291
H 2.860 -1.485 -0.980 0.1 -0.7 -0.3 0.223
C 0.090 -0.134 -0.076 -5.4 -2.0 -1.6 0.160
H -1.236 0.928 1.942 1.7 0.3 1.7 0.225
H -2.723 1.367 1.365 -1.0 0.5 -0.4 0.224
H -1.280 2.122 0.509 0.2 0.9 1.0 0.233
H 0.130 -1.859 -1.379 -1.4 -1.8 -1.0 0.237

14
Properties=species:S:1:pos:R:3:forces:R:3:nbo_charge:R:1 method="wB97M-V/def2-TZVPD" smiles="C[C@@H]1C=[N+]1CO" charge=+1 multiplicity=1 homo_energy_ha=-0.5894
H -1.054 -2.969 -0.457 0.3 0.6 0.9 0.506
C 1.342 -0.472 -0.196 -0.5 0.5 2.1 0.247
C 0.847 0.886 0.427 0.0 0.6 -1.3 0.015
H 1.113 1.226 1.429 0.0 -0.6 -0.1 0.249
H 0.266 1.436 -1.504 -0.8 0.6 -0.1 0.236
C 0.235 1.889 -0.514 2.3 3.1 1.2 -0.667
H -1.668 -0.945 -0.524 0.0 0.5 0.2 0.216
H -1.488 -0.814 1.220 -1.1 0.5 1.9 0.211
C -1.050 -1.162 0.352 -0.2 -1.4 -2.0 0.091
N 0.161 -0.355 0.214 0.7 -2.4 -0.4 -0.238
O -0.815 -2.530 0.394 0.4 0.1 -0.5 -0.671
H -0.679 2.282 -0.030 -0.2 -0.9 -0.9 0.257
H 1.961 -1.377 -0.334 -0.1 0.9 -0.5 0.288
H 0.829 2.904 -0.477 -0.6 -2.1 -0.5 0.261

15
Properties=species:S:1:pos:R:3:forces:R:3:nbo_charge:R:1 method="wB97M-V/def2-TZVPD" smiles=CCCC#CNF multiplicity=1 homo_energy_ha=-0.3632
H 0.432 -1.016 1.171 1.0 0.3 -1.2 0.216
H 1.654 1.078 1.940 0.0 -0.4 -2.0 0.221
H 0.651 1.497 0.477 0.5 0.0 0.2 0.211
C 1.509 0.881 0.807 0.4 0.3 1.0 -0.621
N -3.383 0.220 -0.473 4.6 -1.9 -1.0 -0.135
C 0.797 -0.577 -1.030 -1.8 0.1 0.8 -0.488
H 1.009 -1.499 -1.623 0.0 1.1 0.3 0.247
H 2.433 1.155 0.212 -1.0 0.1 0.9 0.203
C -0.637 -0.190 -1.028 4.0 -1.7 -0.9 -0.057
H -3.874 -0.667 -0.326 0.2 0.0 -0.1 0.342
F -3.439 0.777 0.784 -0.1 0.4 0.8 -0.244
C 1.199 -0.587 0.447 1.1 -0.8 1.6 -0.381
C -1.732 -0.298 -0.627 -9.4 2.0 1.2 0.050
H 2.179 -1.145 0.536 -1.1 0.3 0.1 0.201
H 1.202 0.372 -1.268 1.5 0.2 -1.8 0.237